Entry 1:
Molecular formula: C3H12BeOP
Method: DFT, ωB97M-V/def2-TZVPD

Calculated values
total charge	+1
HOMO-LUMO gap	3.0543	eV

```
18
C3H12BeOP ωB97M-V/def2-TZVPD
O -0.54956 0.58218 2.11536
C -0.86111 -0.41831 1.19483
C 0.34766 -1.16443 0.58473
C 1.31755 -0.38954 -0.17049
P 0.32955 0.85867 -1.69697
H 0.08098 1.21828 1.75359
H -1.45671 -0.01915 0.34140
H -1.49678 -1.13000 1.73179
H -0.00777 -2.02414 0.01449
H 0.93416 -1.54531 1.44753
H 1.94307 0.32128 0.37049
H 1.93677 -0.98773 -0.83909
H -0.45448 1.42277 -0.56362
H -0.65767 -0.20386 -1.84064
H 1.13749 0.28401 -2.75788
H 1.36019 1.84829 -1.45294
H -0.34924 1.75241 -2.60616
Be -3.55411 -0.40541 2.37359
```

Atom charges from the Löwdin analysis, given in e for atoms 1 to 4: O -0.09; C -0.38; C -0.21; C -0.07


Entry 2:
Molecular formula: C4HN2S2
Method: DFT, ωB97M-V/def2-TZVPD

Calculated values
total charge	+1
HOMO-LUMO gap (spin up / spin down)	7.7972 / 6.9423	eV
ΔE to the lowest compared entry with this formula, charge and spin	30.2	kcal per mole

```
9
C4HN2S2 ωB97M-V/def2-TZVPD
C -3.93677 -0.49221 -0.22741
C 0.03080 -0.00556 -0.01689
C -2.08042 0.44725 0.15778
C -2.11820 -1.17587 0.24810
N -0.88760 0.91266 -0.06199
N -3.40758 -1.58396 0.10987
S -0.51646 -1.70135 -0.07597
S -3.59239 1.18205 -0.02858
H 1.01222 0.18979 0.11299
```

Atom charges from the Löwdin analysis, given in e for atoms 1 to 4: C -0.23; C -0.28; C -0.59; C -0.47


Entry 3:
Molecular formula: H41O21
Method: DFT, ωB97M-V/def2-TZVPD

Calculated values
total charge	-1
HOMO-LUMO gap	9.5169	eV
ΔE to the lowest compared entry with this formula, charge and spin	0.0	kcal per mole

```
62
H41O21 ωB97M-V/def2-TZVPD
O -0.21348 2.96122 -2.09964
H -0.62209 3.26857 -1.27866
H -0.93656 2.71052 -2.71888
O 0.31529 0.43171 -1.63108
H -0.37825 0.12821 -1.02213
H 0.12858 1.37997 -1.87198
O 2.59472 -0.87151 -0.81056
H 2.65042 -0.75969 0.17870
H 1.74600 -0.47514 -1.08046
O -0.12158 -3.98025 0.25105
H 0.67038 -4.19397 -0.27815
H -0.13650 -3.01809 0.20897
O -1.00379 -0.64813 -3.76011
H -0.31299 -0.16235 -3.28652
H -1.32949 -1.28474 -3.12134
O -0.04438 -2.72520 -2.09759
H -0.96927 -2.90810 -2.30143
H 0.51175 -2.80535 -2.87700
O 2.52704 -3.70626 -0.79585
H 2.53990 -2.73561 -0.64442
H 2.54031 -3.63373 -1.75865
O 4.08375 -1.96926 2.79813
H 3.65140 -1.14515 2.48199
H 3.97661 -2.55271 2.02941
O -0.32323 3.88477 0.71236
H 0.04977 3.40121 1.49901
H -0.87857 4.63330 0.93190
O 0.51484 2.52740 2.83732
H 1.24801 2.51638 3.46544
H 0.61679 1.52385 2.58455
O 0.57527 0.06028 2.02512
H -0.66388 -0.07224 1.52904
H 0.34384 -0.33773 2.87544
O -4.54488 0.92100 -0.16217
H -4.81966 1.69702 -0.65273
H -4.34377 1.22184 0.73801
O 3.20872 2.57098 0.36310
H 2.49329 3.15851 0.61446
H 3.13043 2.31976 -0.58424
O -0.37679 -1.18576 4.60248
H -0.72128 -1.85439 5.20054
H -0.20247 -0.43551 5.18703
O -2.52065 1.98191 -3.41785
H -2.08948 1.37684 -4.04178
H -2.96436 1.35825 -2.83002
O -1.82625 -0.11922 1.53283
H -1.95736 -0.73960 2.26026
O 3.16807 1.39363 -2.12240
H 2.35207 1.52528 -2.60507
H 3.19242 0.53463 -1.63678
O -2.95924 2.31553 1.62318
H -2.52612 1.43351 1.58584
H -2.44147 2.82745 0.99175
O -2.46393 -3.92229 -1.12809
H -2.76254 -3.00843 -0.96897
H -1.70625 -3.97336 -0.49427
O -2.57603 -1.00599 -0.71144
H -2.31358 -0.94449 0.27273
H -3.46716 -0.63847 -0.82505
O 3.15725 0.26998 1.47005
H 3.35843 1.18826 1.09065
H 2.17199 0.29091 1.67395
```

Atom charges from the Löwdin analysis, given in e for atoms 1 to 4: O -0.06; H 0.03; H 0.03; O -0.08


Here are the calculated DFT total energy numbers, same order: -552.20413, -1058.45713, -1604.78313 (Eh).